Record 1
ORCA calculation (ωB97M-V with the def2-TZVPD basis set) on 2 unconnected molecules or ions with the total composition C5H10N2.

Structure (ORCA input):
```
! RIJCOSX wB97M-V def2-TZVPD def2/J DEFGRID3
* xyz 0 1
C -2.090 0.107 0.552
C -1.043 0.131 -0.248
N -0.253 0.980 -1.017
C 0.229 -0.395 -0.701
C 1.248 -0.681 0.367
C 2.286 0.317 0.697
N 1.204 0.029 1.635
H -2.721 0.982 0.662
H -2.334 -0.799 1.095
H 0.140 1.737 -0.462
H 0.332 -1.003 -1.601
H 1.472 -1.743 0.461
H 3.274 -0.007 1.011
H 2.263 1.253 0.139
H 0.478 0.745 1.628
H -2.365 -0.757 -1.767
H -2.121 -0.896 -2.450
*
```

Calculated values
ΔE to the lowest compared entry with this formula, charge and spin = 404.00 kJ/mol
frontier orbital gap = 0.37194 Eh

Here are the natural (NBO) charges for atoms 1 to 8, given in e: number 1, C, carries -0.4977; number 2, C, carries 0.1794; number 3, N, carries -0.5861; number 4, C, carries -0.1181; number 5, C, carries -0.1013; number 6, C, carries -0.2547; number 7, N, carries -0.5763; number 8, H, carries 0.2125

=====

Record 2
ORCA calculation (ωB97M-V with the def2-TZVPD basis set) on C3H6N4 in the gas phase in a non-equilibrium geometry.

Structure (ORCA input):
```
! RIJCOSX wB97M-V def2-TZVPD def2/J DEFGRID3
* xyz 0 1
H 2.970 0.124 -0.095
N 2.471 -0.792 -0.297
C 1.277 -0.406 0.079
C 0.776 1.135 0.101
N -0.690 1.155 -0.178
C -0.973 -0.119 -0.024
N -2.332 -0.582 -0.213
N 0.036 -1.081 0.057
H 1.361 1.753 -0.714
H 1.020 1.724 0.981
H -2.894 0.431 -0.491
H -2.766 -1.136 0.608
H -0.256 -2.207 0.185
*
```

Calculated values
ΔE to the lowest compared entry with this formula, charge and spin = 205.77 kJ/mol
frontier orbital gap = 0.34746 Eh

Here are the natural (NBO) charges for atoms 1 to 8, given in e: number 1, H, carries 0.3387; number 2, N, carries -0.6476; number 3, C, carries 0.4216; number 4, C, carries -0.3278; number 5, N, carries -0.5072; number 6, C, carries 0.5533; number 7, N, carries -0.8614; number 8, N, carries -0.6559

=====

Record 3
ORCA calculation (ωB97M-V with the def2-TZVPD basis set) on 2 unconnected molecules or ions with the total composition C6H10N in a non-equilibrium geometry.

Structure (ORCA input):
```
! RIJCOSX wB97M-V def2-TZVPD def2/J DEFGRID3
* xyz 1 1
C 1.016 -1.740 1.433
C 0.598 -0.885 2.230
C 0.466 -0.293 -1.569
C 0.426 1.197 -1.675
C -1.733 0.413 -0.103
C -0.343 0.459 -0.531
N -0.691 0.678 0.823
H 1.417 -2.704 1.611
H 0.690 -1.481 0.397
H 0.332 -0.081 2.866
H -0.208 -0.870 -2.111
H 1.372 -0.912 -1.431
H 1.281 1.784 -1.528
H -0.323 1.648 -2.417
H -2.323 1.346 -0.466
H -2.367 -0.427 -0.116
H -0.612 1.719 1.050
*
```

Calculated values
ΔE to the lowest compared entry with this formula, charge and spin = 548.27 kJ/mol
frontier orbital gap = 0.29169 Eh

Here are the natural (NBO) charges for atoms 1 to 8, given in e: number 1, C, carries -0.5074; number 2, C, carries 0.3054; number 3, C, carries -0.4118; number 4, C, carries -0.3940; number 5, C, carries -0.2324; number 6, C, carries 0.0408; number 7, N, carries -0.5413; number 8, H, carries 0.3228

=====

Record 4
ORCA calculation (ωB97M-V with the def2-TZVPD basis set) on 2 unconnected molecules or ions with the total composition C9H18FN2 in a non-equilibrium geometry.

Structure (ORCA input):
```
! RIJCOSX wB97M-V def2-TZVPD def2/J DEFGRID3
* xyz 1 1
C -0.015 -2.034 -2.484
C 0.149 0.497 2.689
C -0.440 -0.561 1.660
C 0.432 -0.523 -2.376
C 0.358 -2.735 -1.210
C -0.537 1.843 2.175
C -0.632 0.317 0.414
C 0.893 -0.488 -0.927
C -0.774 2.752 -0.146
N 1.144 -1.756 -0.482
N -0.173 1.630 0.719
F 1.898 0.437 -0.693
H -1.148 -1.940 -2.820
H 0.535 -2.445 -3.297
H -0.100 0.277 3.718
H 1.236 0.627 2.649
H 0.390 -1.330 1.408
H -1.427 -0.947 1.982
H 1.317 -0.329 -3.035
H -0.397 0.237 -2.521
H -0.590 -3.106 -0.619
H 0.970 -3.636 -1.530
H -1.506 1.752 2.420
H -0.032 2.751 2.680
H -1.506 0.148 -0.078
H -0.292 3.673 0.067
H -0.591 2.431 -1.274
H -1.772 2.785 0.027
H 1.724 -2.035 0.374
H 0.887 1.707 0.511
*
```

Calculated values
ΔE to the lowest compared entry with this formula, charge and spin = 85.73 kJ/mol
frontier orbital gap = 0.34826 Eh

Here are the natural (NBO) charges for atoms 1 to 8, given in e: number 1, C, carries -0.4192; number 2, C, carries -0.4074; number 3, C, carries -0.4520; number 4, C, carries -0.4738; number 5, C, carries -0.2308; number 6, C, carries -0.2173; number 7, C, carries -0.1674; number 8, C, carries 0.6378

=====

Record 5
ORCA calculation (ωB97M-V with the def2-TZVPD basis set) on a gas-phase ion, C3H9N2 (charge +1) in a non-equilibrium geometry.

Structure (ORCA input):
```
! RIJCOSX wB97M-V def2-TZVPD def2/J DEFGRID3
* xyz 1 1
C 0.059 -0.051 2.460
C -0.396 0.162 1.232
N 0.579 0.386 0.123
C 0.211 -0.338 -1.234
N -0.811 0.383 -1.961
H 1.037 0.386 2.621
H -0.484 -0.662 3.169
H -1.358 -0.187 0.811
H 1.483 -0.070 0.423
H 0.852 1.307 -0.260
H -0.133 -1.301 -0.857
H 1.139 -0.212 -1.776
H -0.472 0.265 -2.902
H -1.705 -0.067 -1.849
*
```

Calculated values
ΔE to the lowest compared entry with this formula, charge and spin = 211.64 kJ/mol
frontier orbital gap = 0.42715 Eh

Here are the natural (NBO) charges for atoms 1 to 8, given in e: number 1, C, carries -0.3161; number 2, C, carries -0.0664; number 3, N, carries -0.5633; number 4, C, carries -0.0372; number 5, N, carries -0.8109; number 6, H, carries 0.2161; number 7, H, carries 0.2607; number 8, H, carries 0.2237

=====

Record 6
ORCA calculation (ωB97M-V with the def2-TZVPD basis set) on a molecular structure, C16H16Br2F6N2O6PdS3.

Structure (ORCA input):
```
! RIJCOSX wB97M-V def2-TZVPD def2/J DEFGRID3
* xyz 0 1
Pd 0.121 -0.695 -0.735
C -0.336 2.549 0.181
C -1.473 1.875 -0.512
C -2.643 2.604 -0.841
C -3.729 1.983 -1.371
C -3.725 0.577 -1.539
C -4.811 -0.216 -1.977
Br -6.435 0.606 -2.499
C -4.703 -1.577 -2.018
C -3.520 -2.221 -1.621
Br -3.439 -4.100 -1.628
C -2.419 -1.503 -1.201
O -1.303 -2.048 -0.757
C -2.540 -0.090 -1.202
N -1.422 0.589 -0.769
H 0.066 3.360 -0.421
H 0.456 1.845 0.419
H -0.713 2.962 1.119
H -2.645 3.670 -0.657
H -4.614 2.545 -1.635
H -5.538 -2.180 -2.347
F 1.068 -2.540 -3.771
C 1.719 -1.386 -3.704
F 2.684 -1.369 -4.601
F 0.871 -0.392 -3.937
S 2.463 -1.233 -1.983
O 1.623 -2.092 -1.130
O 3.839 -1.542 -2.099
N 2.017 0.216 -1.432
S 2.695 1.552 -2.049
O 3.423 1.240 -3.237
O 1.754 2.620 -2.001
C 3.953 1.975 -0.769
F 3.348 2.258 0.385
F 4.630 3.043 -1.176
F 4.794 0.966 -0.579
C 0.421 -0.028 4.904
C -0.387 -1.203 4.384
S -0.281 -1.501 2.603
O -0.527 -0.174 1.944
C 1.495 -1.871 2.418
C 2.372 -0.656 2.175
H 0.058 0.266 5.889
H 0.317 0.827 4.234
H 1.477 -0.275 5.000
H -1.456 -1.041 4.534
H -0.130 -2.149 4.865
H 1.534 -2.541 1.556
H 1.792 -2.451 3.294
H 1.958 -0.046 1.374
H 3.367 -0.983 1.870
H 2.472 -0.025 3.055
*
```

Calculated values
frontier orbital gap = 0.26603 Eh

Here are the natural (NBO) charges for atoms 1 to 8, given in e: number 1, Pd, carries 1.0043; number 2, C, carries -0.6422; number 3, C, carries 0.2955; number 4, C, carries -0.2454; number 5, C, carries -0.1055; number 6, C, carries -0.1164; number 7, C, carries -0.0865; number 8, Br, carries 0.0624